1.
Formula: C4H28N2O10
Source: the Open Molecules 2025 dataset
Level of theory: the ωB97M-V functional and the def2-TZVPD basis

Each line ends with the Löwdin charge.
Cartesian coordinates (Å):
C1 1.6490 2.1443 -0.7362  -0.078
N1 1.2946 1.1748 0.2997  -0.104
C2 0.3399 0.1198 -0.1306  -0.048
C3 2.3238 1.0146 1.2474  -0.470
O1 3.3012 1.7327 1.1383  0.038
C4 1.9877 0.3312 2.5610  -0.216
N2 1.0176 -0.6858 2.6608  0.022
H1 2.6494 2.3734 -1.0989  0.085
H2 1.2007 3.0917 -0.4111  0.094
H3 1.2077 1.8280 -1.6881  0.067
H4 -0.1758 0.3233 -1.0584  0.051
H5 0.7993 -0.8409 -0.3230  0.075
H6 -0.3984 0.1916 0.6533  0.061
H7 1.8305 1.1873 3.2273  0.132
H8 2.9651 0.0299 2.9691  0.120
H9 1.0839 -1.6303 2.2878  0.043
H10 0.0648 -0.3808 2.7547  0.056
O2 -4.3585 0.5697 0.9791  -0.060
H11 -4.6917 -0.3015 1.2100  0.051
H12 -3.4329 0.6190 1.2363  -0.020
O3 0.0810 -2.4324 -4.2173  -0.070
H13 -0.5603 -1.7271 -4.3924  -0.008
H14 -0.2037 -2.6062 -3.3102  0.033
O4 1.2442 -2.8397 0.8176  -0.087
H15 1.3421 -3.7722 1.0252  0.055
H16 2.1314 -2.5937 0.4748  0.007
O5 -2.1649 -2.2141 1.8655  -0.051
H17 -1.3293 -2.2597 2.3258  0.007
H18 -1.8696 -2.1682 0.9437  0.022
O6 -1.4067 0.0280 -3.8352  -0.088
H19 -0.6553 0.0902 -4.4381  0.035
H20 -1.3130 0.8789 -3.3319  -0.013
O7 -2.3225 1.8657 2.2651  -0.039
H21 -2.9383 2.5090 2.6244  0.060
H22 -1.4824 1.9201 2.7225  0.043
O8 -1.3598 2.3996 -2.6722  -0.039
H23 -0.9699 2.7239 -1.8427  0.060
H24 -0.6568 2.7761 -3.2241  0.072
O9 3.7100 -1.8166 0.4342  -0.027
H25 3.7705 -1.0553 1.0262  0.042
H26 4.0794 -1.4740 -0.3891  0.077
O10 -2.2413 -0.5074 -0.8479  -0.037
H27 -2.6837 0.0523 -0.2394  -0.014
H28 -2.8589 -0.6693 -1.5629  0.060

Its SMILES is CN(C)C(=O)CN.O.O.O.O.O.O.O.O.O. Its highest occupied orbital energy is -8.88 eV. The net charge is 0.

2.
Formula: C26H51Cl3IrN2O3PSi
Source: the Open Molecules 2025 dataset
Level of theory: the ωB97M-V functional and the def2-TZVPD basis

Each line ends with the Löwdin charge.
Cartesian coordinates (Å):
C1 -1.5340 -1.8080 -3.1268  -0.061
C2 -1.1168 -2.8124 -2.1044  -0.231
H1 -1.2095 -2.0946 -4.1381  0.065
H2 -1.1064 -0.8194 -2.8827  -0.005
H3 -2.6316 -1.6769 -3.1590  0.096
C3 -0.6260 -4.0259 -2.4036  -0.113
C4 -0.4597 -4.6002 -3.7674  -0.097
H4 -0.3290 -4.6870 -1.5908  0.105
H5 -0.6904 -3.8884 -4.5719  0.060
H6 -1.1003 -5.4846 -3.9134  0.079
H7 0.5767 -4.9459 -3.9017  0.071
Ir1 0.0209 0.1895 0.5705  0.889
Cl1 -2.2164 0.5320 0.8344  0.031
Cl2 -0.2436 1.0534 -1.6330  0.071
H8 0.5842 4.8413 3.5311  0.095
H9 -1.4710 5.8044 2.4108  0.094
C5 0.9508 4.5388 2.5458  -0.019
C6 -1.0597 5.4727 1.4490  -0.035
N1 -0.1868 4.3199 1.6533  -0.167
H10 1.5324 3.6222 2.6256  0.081
C7 -0.3637 3.1739 0.9988  -0.295
O1 0.4565 2.2115 1.1328  -0.263
H11 -1.8813 5.1854 0.7825  0.095
H12 -1.2546 3.0808 0.3531  0.101
H13 1.5826 5.3477 2.1662  0.096
H14 -0.5039 6.3079 1.0001  0.095
H15 1.4763 -1.4068 -3.0437  0.091
H16 2.3715 -3.5136 -1.8026  0.090
C8 2.2809 -0.8193 -2.5803  -0.042
C9 3.1855 -2.8363 -1.4901  -0.039
N2 2.7017 -1.4676 -1.3385  -0.164
H17 1.9429 0.2015 -2.3870  0.020
C10 2.6009 -0.9449 -0.1207  -0.296
O2 2.0470 0.1767 0.1378  -0.254
H18 3.5977 -3.1754 -0.5307  0.089
H19 3.0408 -1.5652 0.6852  0.125
H20 3.1361 -0.8371 -3.2652  0.091
H21 3.9632 -2.8527 -2.2660  0.092
O3 -0.0890 -1.5717 -0.3834  -0.441
C11 -1.2059 -2.3643 -0.6628  -0.386
C12 0.0468 -3.9324 0.8979  -0.066
C13 -1.1744 -3.5047 0.3635  -0.204
H22 0.9636 -3.4731 0.5244  0.108
C14 0.0618 -4.9229 1.8761  -0.122
H23 -2.1226 -1.7684 -0.5350  0.105
C15 -2.3700 -4.1030 0.7496  -0.045
H24 1.0200 -5.2341 2.2986  0.098
C16 -1.1404 -5.5190 2.2633  -0.107
C17 -2.3569 -5.1166 1.7053  -0.082
H25 -3.2898 -3.7581 0.2700  0.120
H26 -1.1222 -6.3144 2.9992  0.097
H27 -3.2947 -5.5905 1.9940  0.103
Si1 -0.4587 5.0928 -5.2876  0.108
Cl3 -0.7039 3.6083 -6.7313  0.282
C18 1.3741 5.1181 -4.9097  -0.222
C19 -1.5346 4.5345 -3.8637  -0.218
C20 -1.0248 6.7198 -6.0395  -0.220
H28 1.7030 4.1290 -4.5747  0.031
H29 1.6010 5.8452 -4.1239  0.029
H30 1.9471 5.3890 -5.8038  0.031
H31 -0.4218 6.9797 -6.9167  0.030
H32 -0.9314 7.5365 -5.3152  0.029
H33 -2.0726 6.6666 -6.3536  0.029
H34 -1.2252 3.5497 -3.4953  0.010
H35 -2.5771 4.4741 -4.1976  0.033
H36 -1.4805 5.2458 -3.0337  0.024
C21 2.7801 -1.4887 3.7874  -0.138
C22 1.3107 -1.8814 3.6227  -0.366
P1 0.1444 -0.7086 2.7859  0.866
C23 -1.4257 -1.6294 3.1071  -0.413
C24 -2.2183 -1.2744 4.3550  -0.142
C25 0.2485 0.8105 3.8114  -0.406
C26 0.3222 0.6897 5.3233  -0.140
H37 3.3324 -1.5777 2.8440  0.051
H38 3.2529 -2.1842 4.4987  0.078
H39 2.9152 -0.4737 4.1878  0.065
H40 1.2309 -2.8575 3.1111  0.057
H41 0.8925 -2.0460 4.6342  0.088
H42 -2.0429 -1.4061 2.2255  -0.009
H43 -1.1949 -2.7053 3.0650  0.071
H44 -2.5235 -0.2172 4.3566  0.074
H45 -3.1370 -1.8792 4.3536  0.078
H46 -1.6722 -1.5018 5.2817  0.063
H47 1.1586 1.3105 3.4480  0.067
H48 -0.5953 1.4432 3.4993  0.073
H49 1.1832 0.0873 5.6447  0.064
H50 0.4507 1.7006 5.7333  0.074
H51 -0.5974 0.2763 5.7499  0.053

Its highest occupied orbital energy (alpha / beta) is -4.20 / -7.63 eV. Its multiplicity is 5. The net charge is 0. The expectation value of S² is 6.05.

3.
Formula: CF2OS
Source: the Open Molecules 2025 dataset
Level of theory: the ωB97M-V functional and the def2-TZVPD basis

Each line ends with the Löwdin charge.
Cartesian coordinates (Å):
C1 -0.7615 0.1917 0.0170  -0.612
O1 -1.7182 0.8614 0.0149  0.152
F1 -0.6555 -1.0847 -0.0227  0.109
F2 1.8434 -0.7710 0.0183  -0.524
S1 1.2918 0.8026 -0.0275  0.875

Its highest occupied orbital energy (alpha / beta) is -7.44 / -11.28 eV. Its multiplicity is 3. The net charge is 0. The expectation value of S² is 2.01.

- What is the net charge in the third record?
  0

- Which formula does entry 2 have?
  C26H51Cl3IrN2O3PSi